C4H6S2 | ωB97M-V/def2-TZVPD

Summary:
energy relative to the best compared isomer or geometry (same formula, charge and spin)	17.1	kcal/mol
E_tot	-25914.551	eV
SMILES string	C1S[C@H]2C[C@H]2S1
gap between HOMO and LUMO	9.37	eV

ORCA input file:
```
! wB97M-V def2-TZVPD RIJCOSX def2/J DEFGRID3
* xyz 0 1
H -0.04 -1.87 -1.72
H 0.31 0.35 2.51
H 0.06 1.96 1.80
H -1.47 0.25 -1.48
C 0.13 0.89 1.60
C 0.06 -1.27 -0.84
C 0.59 0.09 -0.86
S -1.49 0.32 0.93
S 1.58 0.71 0.50
C -0.85 -0.08 -0.67
H 0.95 0.49 -1.83
H 0.16 -1.85 0.07
*
```

Löwdin atomic charge list, values in e, 4 entries:
1. H 0.0947
2. H 0.0174
3. H 0.0190
4. H 0.0921

C4H6S2 | ωB97M-V/def2-TZVPD

Summary:
energy relative to the best compared isomer or geometry (same formula, charge and spin)	22.4	kcal/mol
E_tot	-25914.321	eV
gap between HOMO and LUMO	7.90	eV

ORCA input file:
```
! wB97M-V def2-TZVPD RIJCOSX def2/J DEFGRID3
* xyz 0 1
H 1.42 0.61 -1.58
H -0.39 -0.46 2.47
C 0.75 0.80 0.83
H 0.51 1.19 1.78
S -2.18 -1.49 -0.66
C -1.19 -0.71 0.35
H 0.73 -0.94 -1.83
H 1.70 1.18 0.41
C 0.49 0.04 -1.50
H -0.24 0.52 -2.20
S -1.67 -0.75 2.00
C 0.08 0.01 -0.06
*
```

Löwdin atomic charge list, values in e, 4 entries:
1. H 0.0729
2. H -0.0956
3. C 0.0461
4. H 0.0364

C4H6S2 | ωB97M-V/def2-TZVPD

Summary:
energy relative to the best compared isomer or geometry (same formula, charge and spin)	19.4	kcal/mol
E_tot	-25914.452	eV
SMILES string	C/C=C/C(=S)S
gap between HOMO and LUMO	8.18	eV

ORCA input file:
```
! wB97M-V def2-TZVPD RIJCOSX def2/J DEFGRID3
* xyz 0 1
S 0.77 -3.02 -0.79
H 0.98 2.06 0.42
H -1.56 0.35 0.79
H -0.57 2.79 0.67
S -1.31 -2.42 1.21
C -0.11 -1.88 0.24
H -0.19 2.19 -0.96
C -0.56 0.57 0.43
C 0.24 -0.40 0.05
H 1.25 -2.16 -1.65
C -0.09 2.00 0.08
H 1.15 -0.09 -0.49
*
```

Löwdin atomic charge list, values in e, 4 entries:
1. S 0.7525
2. H 0.0900
3. H 0.0893
4. H 0.0686

C4H7BrF2N | ωB97M-V/def2-TZVPD

Summary:
energy relative to the best compared isomer or geometry (same formula, charge and spin)	0.0	kcal/mol
E_tot	-81220.528	eV
gap between HOMO and LUMO	8.41	eV

ORCA input file:
```
! wB97M-V def2-TZVPD RIJCOSX def2/J DEFGRID3
* xyz 1 1
H 1.82 0.53 -0.23
H 2.64 -1.52 -0.15
Br -2.83 1.14 -1.83
C -0.17 1.53 1.58
F -0.49 0.14 -2.02
H -1.86 -0.89 -2.89
C 1.38 -0.15 0.55
H 1.69 -2.10 1.08
H -0.28 -0.49 1.56
F -1.77 -1.06 -0.82
H 0.49 2.41 1.41
C 0.36 0.33 1.33
N 1.84 -1.33 0.42
H -1.12 1.83 1.98
C -1.72 -0.37 -1.97
*
```

Löwdin atomic charge list, values in e, 4 entries:
1. H 0.1807
2. H 0.1530
3. Br 0.8175
4. C 0.1645

C4H7BrN4O | ωB97M-V/def2-TZVPD

Summary:
energy relative to the best compared isomer or geometry (same formula, charge and spin)	108.0	kcal/mol
E_tot	-82303.559	eV
gap between HOMO and LUMO	7.35	eV

ORCA input file:
```
! wB97M-V def2-TZVPD RIJCOSX def2/J DEFGRID3
* xyz 0 1
H 2.82 1.44 -0.71
N -2.35 -1.59 1.47
C -1.73 -0.22 1.07
N 1.15 0.34 -0.69
H 0.90 -1.20 0.64
H 2.07 0.16 1.14
H 0.36 0.56 1.36
C -1.62 -1.44 0.37
C 1.83 1.64 -0.90
N 0.32 -0.16 -1.47
H -3.33 -1.81 1.60
O -1.16 -2.07 -0.57
C 1.04 -0.10 0.74
H 1.30 2.32 -0.32
N -0.50 -0.92 -1.81
H 1.66 1.86 -1.99
Br -2.76 1.19 0.05
*
```

Löwdin atomic charge list, values in e, 4 entries:
1. H 0.0620
2. N 0.1021
3. C -0.5684
4. N -0.1812

C4H7BrNO | ωB97M-V/def2-TZVPD

Summary:
energy relative to the best compared isomer or geometry (same formula, charge and spin)	114.2	kcal/mol
E_tot	-77829.229	eV
gap between HOMO and LUMO (alpha / beta)	5.67 / 5.67	eV

ORCA input file:
```
! wB97M-V def2-TZVPD RIJCOSX def2/J DEFGRID3
* xyz 1 1
H 0.24 2.09 1.24
H -0.03 2.54 -0.24
H -1.03 -2.64 -1.00
O -0.97 -1.18 0.56
H -1.73 0.67 -0.15
Br 3.30 -0.09 -0.08
N 0.48 0.55 0.00
H 1.58 2.31 0.42
H -0.71 -0.39 -1.38
C -0.84 -0.04 -0.32
C -1.01 -2.36 0.08
C 1.47 -0.28 -0.31
H -1.31 -3.10 0.85
C 0.57 1.91 0.32
*
```

Löwdin atomic charge list, values in e, 4 entries:
1. H 0.0581
2. H 0.0906
3. H 0.1575
4. O 0.0215